Below is a structure of composition C40H98FN2O16PSi2, with properties calculated with ωB97M-V/def2-TZVPD.

Values from the calculation:
- highest occupied orbital energy (Ha) = -0.3495
- E_LUMO (Eh) = -0.0143
- energy (eV) = -106568.255
- spin multiplicity = 1
- orbital gap (eV) = 9.1

Structure (XYZ):
```
160
Properties=species:S:1:pos:R:3:forces:R:3
C 2.0672 -0.1469 2.8457 0.1 0.9 -1.0
C 3.2752 0.9162 2.7498 2.1 -1.0 2.9
O 4.0381 0.9708 3.7528 -2.6 0.2 -3.7
O 3.4755 1.7721 1.6348 -1.5 -0.7 2.2
C 3.6873 3.1222 2.1575 1.2 1.3 0.4
C 3.4331 4.2697 1.0694 0.0 -0.5 -0.2
C 2.0494 4.1148 0.2769 -0.5 0.8 1.1
C 0.9785 5.2437 0.7554 1.1 -1.3 -0.6
C -0.4686 4.7392 0.2657 0.2 1.1 -0.3
Si -1.8394 4.9377 1.6100 0.7 1.3 -1.8
C -1.5372 6.6919 2.3982 -0.7 0.2 -0.4
O -0.4879 6.7058 3.4157 0.0 0.6 -2.1
N -0.5955 5.5913 4.2216 -1.6 2.1 3.1
O -0.9939 6.0279 5.2735 1.0 -2.4 -1.2
O -3.3529 5.0547 0.7649 0.6 -2.9 1.3
Si -4.1636 3.5393 0.6027 -0.2 0.4 0.9
F -3.5199 2.2725 1.5548 -0.9 2.2 -2.0
C -4.2940 3.1601 -1.2638 -0.2 -0.3 -0.2
C -3.8340 1.6913 -1.7041 0.4 0.3 -1.1
O -3.7186 1.7244 -3.1739 0.4 0.8 1.2
C -2.3901 1.2512 -1.1607 -1.3 -1.1 0.7
N -1.7842 0.2123 -2.0852 -0.2 0.1 1.2
C -5.9645 3.8423 1.2763 -0.7 -0.5 0.7
P -6.2769 2.9049 2.8771 1.6 0.2 3.8
O -5.1372 3.0742 3.9081 -2.8 -0.5 -3.1
O -6.6062 1.2431 2.6257 -0.3 2.7 0.1
O -7.7045 3.5419 3.6145 1.8 -2.0 -1.1
H 1.5768 -0.3224 1.8283 0.6 0.3 1.5
H 2.4171 -1.1381 3.2781 -0.2 1.5 -0.5
H 1.3153 0.3193 3.5708 1.0 -0.7 -1.1
H 4.7842 3.1949 2.4752 -1.5 -0.1 -0.3
H 3.0708 3.2573 3.1154 0.6 -0.1 -1.5
H 3.4702 5.2653 1.6492 -0.1 -1.5 -0.9
H 4.3060 4.2705 0.3352 -1.1 0.0 1.0
H 1.5929 3.1138 0.5716 0.7 1.1 -0.7
H 2.1453 4.2157 -0.8526 0.1 -0.4 1.5
H 1.1027 5.3260 1.8835 -0.4 0.1 -1.4
H 1.3203 6.2224 0.2578 -0.8 -1.3 0.9
H -0.3828 3.6713 -0.1209 -0.2 1.4 0.4
H -0.7807 5.4448 -0.5947 0.3 -1.3 1.1
H -1.7575 3.8475 2.5760 -0.3 -0.1 0.1
H -2.5184 6.9967 2.9001 1.3 0.0 -0.6
H -1.2322 7.4639 1.6009 -0.5 -1.2 1.3
H -5.3959 3.3413 -1.5565 1.7 -0.4 0.4
H -3.7045 3.9680 -1.8386 -0.6 -1.4 0.9
H -4.6338 0.8878 -1.4962 1.3 1.3 -0.1
H -2.9920 2.3812 -3.3116 -0.8 -0.9 -0.2
H -1.7197 2.1640 -1.0467 -0.7 -1.2 -0.2
H -2.5323 0.7014 -0.1560 0.2 1.6 -1.1
H -1.2003 -0.3551 -1.4396 -0.4 0.3 -0.9
H -2.5351 -0.4198 -2.4254 0.6 0.7 0.3
H -6.7261 3.4924 0.5064 0.8 0.7 0.9
H -6.0678 4.9591 1.5445 0.0 -1.8 -0.5
H -7.5096 1.0169 2.9313 0.6 0.3 -0.3
H -7.7537 3.0139 4.4516 0.0 0.8 -0.7
C -4.6928 0.2885 -8.3990 0.0 0.2 0.1
C -5.3967 -0.9236 -7.8135 0.1 0.0 0.0
O -4.8430 -1.3583 -6.5789 0.0 -0.2 -0.1
C -4.8862 -0.4301 -5.5029 0.0 0.1 0.1
C -6.2956 -0.0276 -5.1069 -0.2 0.1 -0.1
H -3.6159 0.1126 -8.4710 -0.1 0.0 0.0
H -5.0819 0.5119 -9.3952 0.0 0.0 0.1
H -4.8373 1.1754 -7.7770 0.0 0.0 -0.1
H -5.2917 -1.7593 -8.5104 0.0 -0.1 0.2
H -6.4712 -0.7427 -7.7060 0.0 0.1 0.0
H -4.2755 0.4480 -5.7329 -0.1 0.0 0.0
H -4.4111 -0.9233 -4.6510 0.1 -0.1 -0.2
H -6.7863 0.5459 -5.8970 0.0 0.0 0.1
H -6.2764 0.5925 -4.2073 0.1 0.0 -0.1
H -6.9098 -0.9115 -4.9155 0.1 0.0 0.0
C -2.0523 -3.3921 -12.0684 -0.1 0.2 0.1
C -1.2976 -4.1137 -10.9655 0.0 0.0 -0.1
O -0.5322 -3.2464 -10.1420 0.2 0.0 0.0
C -1.2558 -2.2572 -9.4225 0.0 -0.1 0.1
C -2.2639 -2.8350 -8.4451 -0.1 -0.1 -0.1
H -1.3746 -2.7633 -12.6524 0.0 -0.1 0.0
H -2.5313 -4.1113 -12.7369 0.0 0.0 0.0
H -2.8317 -2.7425 -11.6623 0.0 -0.1 0.0
H -0.5886 -4.8088 -11.4226 0.1 0.1 0.2
H -1.9751 -4.7191 -10.3545 -0.1 0.0 0.0
H -1.7347 -1.5567 -10.1149 -0.1 0.0 0.0
H -0.5149 -1.6808 -8.8615 0.1 -0.1 -0.2
H -3.0754 -3.3510 -8.9642 0.0 0.1 0.0
H -2.7076 -2.0415 -7.8392 0.0 -0.1 0.0
H -1.7864 -3.5615 -7.7827 0.0 0.1 0.0
C -1.9241 -3.2622 5.6198 -0.1 0.1 0.2
C -0.7512 -2.5353 4.9858 -0.1 0.0 0.0
O -0.9508 -1.1338 4.8692 0.0 0.1 -0.2
C -1.1354 -0.4167 6.0819 0.1 0.1 0.0
C 0.0540 -0.5015 7.0226 0.1 -0.2 0.0
H -2.8550 -3.0215 5.0992 0.1 0.0 0.0
H -1.7685 -4.3431 5.5841 0.0 0.1 0.0
H -2.0531 -2.9774 6.6671 0.0 -0.1 0.0
H -0.6140 -2.9135 3.9695 0.0 0.2 0.0
H 0.1804 -2.7438 5.5225 0.0 -0.1 0.1
H -2.0553 -0.7401 6.5794 0.0 0.0 0.1
H -1.2862 0.6289 5.8008 0.0 -0.2 -0.2
H 0.1954 -1.5171 7.4005 0.0 0.1 0.1
H -0.0915 0.1568 7.8826 0.0 0.0 -0.1
H 0.9746 -0.2136 6.5079 -0.1 0.1 0.0
C 1.6093 -4.5275 8.0147 0.2 0.0 0.1
C 1.0767 -5.6853 7.1889 0.0 0.1 0.0
O 1.7803 -5.8819 5.9715 -0.1 0.1 -0.2
C 3.1621 -6.1948 6.0841 0.0 -0.1 0.0
C 3.4320 -7.4877 6.8324 -0.1 0.0 0.3
H 1.6562 -3.6144 7.4144 -0.1 -0.1 0.0
H 0.9675 -4.3486 8.8808 0.0 0.0 -0.1
H 2.6185 -4.7283 8.3822 -0.1 0.0 0.1
H 0.0400 -5.4717 6.9157 0.1 -0.1 -0.2
H 1.0588 -6.6117 7.7722 0.1 0.0 0.1
H 3.7065 -5.3580 6.5340 0.0 0.0 0.1
H 3.5387 -6.2962 5.0626 -0.2 0.1 0.0
H 3.1499 -7.4083 7.8854 0.1 0.0 0.0
H 4.4942 -7.7392 6.7897 -0.1 0.0 -0.1
H 2.8563 -8.3102 6.4012 0.1 0.1 -0.1
C 4.3024 -11.8770 3.5242 0.2 0.0 -0.1
C 3.7719 -10.5219 3.9585 0.0 -0.1 0.0
O 4.7570 -9.6941 4.5599 0.0 0.1 0.2
C 5.8687 -9.3414 3.7490 0.0 0.1 0.0
C 5.4878 -8.5507 2.5097 -0.2 -0.1 -0.1
H 4.8086 -12.3776 4.3542 -0.1 0.0 0.0
H 3.4856 -12.5122 3.1736 0.0 0.1 0.0
H 5.0255 -11.7826 2.7103 -0.1 0.0 0.0
H 2.9963 -10.6747 4.7134 0.1 0.2 0.1
H 3.2935 -9.9992 3.1238 0.0 0.0 -0.1
H 6.4462 -10.2334 3.4853 0.0 0.0 -0.1
H 6.5202 -8.7233 4.3725 -0.2 -0.1 0.1
H 4.9042 -9.1552 1.8114 0.1 0.0 0.0
H 6.3831 -8.2073 1.9856 -0.1 0.0 0.1
H 4.8796 -7.6829 2.7777 0.1 0.0 0.0
C 3.0736 -2.2970 -8.4827 0.2 0.0 -0.1
C 2.5762 -0.9251 -8.0627 0.0 -0.1 0.0
O 3.5908 -0.0988 -7.5094 0.0 0.1 0.2
C 4.6807 0.2186 -8.3624 0.0 0.1 0.0
C 4.2724 0.9868 -9.6071 -0.2 -0.1 -0.1
H 3.5973 -2.7870 -7.6572 -0.1 0.1 0.0
H 2.2372 -2.9272 -8.7952 0.0 0.1 0.0
H 3.7734 -2.2310 -9.3196 -0.1 0.0 0.0
H 1.8213 -1.0509 -7.2821 0.2 0.2 0.1
H 2.0803 -0.4131 -8.8942 0.0 0.0 -0.1
H 5.2366 -0.6878 -8.6235 0.0 0.0 -0.1
H 5.3606 0.8404 -7.7739 -0.2 -0.1 0.1
H 3.6583 0.3754 -10.2726 0.1 0.0 0.0
H 5.1556 1.3046 -10.1669 -0.1 0.0 0.1
H 3.6856 1.8695 -9.3403 0.1 0.0 0.0
C 3.5463 11.2050 5.3791 0.1 -0.2 0.1
C 2.0855 11.3072 4.9764 0.1 0.0 0.0
O 1.6982 10.3499 4.0019 0.0 0.1 -0.2
C 1.8186 8.9840 4.3757 -0.1 -0.1 0.0
C 0.9608 8.6039 5.5695 0.1 0.2 0.2
H 4.1926 11.2319 4.4975 -0.1 0.1 0.1
H 3.8183 12.0298 6.0420 0.0 0.0 -0.1
H 3.7525 10.2703 5.9064 0.0 0.1 0.0
H 1.9132 12.2891 4.5282 -0.1 -0.2 -0.1
H 1.4298 11.2465 5.8512 0.1 0.0 0.1
H 2.8694 8.7276 4.5480 0.0 0.0 0.1
H 1.4945 8.3988 3.5113 0.0 0.2 0.0
H 1.3003 9.0999 6.4822 0.0 -0.1 0.0
H 1.0007 7.5265 5.7415 0.0 0.1 0.0
H -0.0787 8.8976 5.4055 0.1 -0.1 -0.1
```
Forces are in eV/Å.